{
  "formula": "C16H21F3NO5S",
  "method": "ωB97M-V with the def2-TZVPD basis set",
  "homo_energy_ev": -4.246,
  "total_energy_ev": -47646.005,
  "total_charge": -1,
  "species": ["C", "C", "O", "C", "C", "C", "O", "C", "C", "C", "C", "C", "C", "O", "H", "H", "H", "H", "H", "H", "H", "H", "H", "H", "H", "H", "H", "H", "H", "H", "H", "F", "C", "F", "F", "S", "N", "C", "O", "C", "C", "C", "O", "H", "H", "H", "H"],
  "coordinates": [[1.554661, 2.922976, 2.878944], [0.428173, 1.926934, 2.788948], [0.986021, 0.595877, 2.619317], [0.191815, -0.601870, 2.690747], [0.766004, -1.411942, 1.448531], [-0.069693, -2.806652, 1.000772], [-1.180502, -2.598088, 0.493994], [0.678005, -4.103640, 0.790269], [1.647433, -4.132221, -0.416874], [3.077833, -3.654360, -0.222370], [3.269728, -2.116717, -0.337411], [3.356826, -1.469238, 1.024814], [2.144178, -1.643261, 1.910822], [-0.572167, -0.915610, 3.635112], [1.152872, 3.979018, 2.877249], [2.135643, 2.851895, 3.796747], [2.216203, 2.905977, 2.005975], [-0.194804, 1.911855, 3.715782], [-0.215759, 2.099959, 1.929776], [1.179615, -4.377940, 1.746306], [-0.062631, -4.853262, 0.636671], [1.745931, -5.172679, -0.729430], [1.180679, -3.604947, -1.258354], [3.479727, -4.006350, 0.753061], [3.702744, -4.097858, -1.002375], [4.221065, -1.916370, -0.892769], [2.493183, -1.641471, -0.929781], [4.208144, -1.894135, 1.605506], [3.626645, -0.343222, 0.901347], [2.213823, -1.030390, 2.780314], [2.098897, -2.731019, 2.284784], [-2.870580, -0.716352, 0.543917], [-1.819504, -0.252581, -0.210236], [-1.964218, -0.698966, -1.500315], [-1.887419, 1.125222, -0.245988], [0.130901, -0.459603, 0.242528], [-3.191385, 2.626121, -2.786669], [-3.146600, 3.968544, -2.370590], [-2.573510, 4.379420, -1.408797], [-3.927354, 4.864007, -3.349526], [-4.449721, 3.914606, -4.410819], [-3.958228, 2.546975, -3.955783], [-4.177747, 1.514627, -4.594821], [-4.763634, 5.368953, -2.843708], [-3.269195, 5.620882, -3.787987], [-5.539979, 3.949313, -4.448020], [-4.052118, 4.177584, -5.399610]],
  "forces_ev_per_angstrom": [[-0.1882, 1.5383, -0.2124], [-0.7768, -0.8505, 0.9133], [-1.1366, -1.1867, 0.6490], [-0.8399, -0.0096, 3.0708], [-4.7746, -3.4087, 3.4122], [-1.3175, 1.7649, -1.4505], [2.5180, -2.1161, 1.9398], [0.5873, 0.2102, 1.3126], [-0.1003, -0.1799, -0.0187], [0.2698, 0.8633, 0.0279], [1.0935, -0.4874, -0.0797], [1.1447, 2.0185, 0.2157], [1.4778, -2.1389, 0.1303], [2.6021, 1.3951, -3.9354], [0.0561, -1.1278, 0.0243], [0.0758, -0.3298, -0.0250], [-0.0780, -0.3489, 0.1708], [0.4056, 0.1752, -0.6520], [-0.0427, 0.1724, -0.0991], [-0.0017, 0.0567, -0.6693], [-0.7420, -0.5022, -0.2002], [-0.3681, -0.1241, 0.0860], [0.0728, -0.0453, 0.1236], [-0.1817, 0.1225, -0.4987], [-0.1512, -0.1963, 0.0905], [-0.6520, -0.1143, 0.4789], [-0.2899, -0.1144, -0.0853], [-0.3623, 0.2094, -0.4673], [-0.6687, -1.7334, 0.2402], [1.0029, 0.0955, 0.5309], [0.3542, 1.5483, -0.4189], [2.1339, 0.8193, -1.0671], [-0.7130, 1.1154, -0.7144], [0.2828, 0.4103, 2.3260], [0.0213, -2.4220, 0.2198], [-0.7325, 4.9211, -5.3710], [-1.0693, 1.4370, -0.9790], [-1.2210, -2.7317, -2.6621], [1.1543, 1.1181, 2.0577], [-0.2958, 0.3096, -0.0934], [-0.0543, 0.5135, 0.0102], [1.4113, -0.6106, 1.2390], [-0.1345, 0.4784, 0.1748], [0.4220, 0.0318, 0.1012], [-0.0076, 0.0473, 0.3123], [-0.0024, -0.2430, -0.2340], [-0.1836, -0.3504, 0.0757]],
  "nbo_charge": [-0.6303, -0.0654, -0.5985, 0.8200, -0.4427, 0.6333, -0.5409, -0.5218, -0.3897, -0.4025, -0.4161, -0.3914, -0.4064, -0.5629, 0.2243, 0.2054, 0.2196, 0.1844, 0.2107, 0.2128, 0.2433, 0.2129, 0.2238, 0.1924, 0.2117, 0.2074, 0.2234, 0.2023, 0.2169, 0.2528, 0.2122, -0.3130, 0.9618, -0.3081, -0.3015, 0.2162, -0.6830, 0.6470, -0.6690, -0.5221, -0.5188, 0.6330, -0.6894, 0.1999, 0.2005, 0.2023, 0.2031]
}